A single C4H6N2O molecule, computed with the ωB97M-V functional and the def2-TZVPD basis.

HOMO-LUMO gap   0.273 Eh
HOMO energy   -6.89 eV
Total charge   0

```
13
Properties=species:S:1:pos:R:3:nbo_charge:R:1
C 0.37 0.60 0.83 0.454
O 0.42 1.38 1.78 -0.631
H 1.42 -1.35 -1.83 0.211
C 1.55 -0.16 0.19 -0.564
C -0.77 0.17 0.10 0.059
H -2.74 -0.03 0.53 0.362
N -2.08 0.67 0.21 -0.831
C 0.98 -0.72 -1.07 -0.027
N -0.32 -0.50 -1.01 -0.382
H 1.69 -0.99 0.91 0.269
H 2.50 0.39 0.10 0.260
H -2.04 1.36 0.97 0.394
H -0.98 -0.82 -1.71 0.425
```